C19H16N4O7Pd as an isolated structure in a non-equilibrium geometry. Source: OMol25; level of theory: ωB97M-V/def2-TZVPD.

```
47
Properties=species:S:1:pos:R:3:forces:R:3:mulliken_charge:R:1
Pd -0.250929 0.148077 -0.020767 -3.4026 0.2586 1.6987 1.502
O -0.477940 -0.960354 1.664509 -0.1799 -0.4700 0.6130 -0.370
O -1.805689 -1.634804 3.325384 -0.5409 -0.0925 0.4475 -0.683
O -4.556860 -1.023581 3.883626 -0.0459 0.0690 -0.0772 -0.468
O -6.058092 0.250692 2.853113 -0.1277 0.0473 0.0079 -0.521
O 1.586526 -1.103887 0.736166 2.0410 -0.1396 -0.8904 -0.109
O 1.456356 0.368298 -1.464429 2.6846 -0.9474 -0.2997 -0.165
O -2.175531 3.719085 -5.506999 -0.0070 0.0574 -0.0876 -0.567
N -3.190201 1.141158 0.033223 -0.0676 0.0691 -0.0370 0.008
N -1.521452 5.561967 -4.367620 0.0126 0.0547 -0.0555 -0.286
N -2.161763 0.433937 0.536423 -0.0675 -0.0196 0.0514 -0.209
N -0.732119 1.485779 -1.405462 0.6094 0.3220 -0.7768 0.439
C -0.514264 2.785709 -1.169477 -0.1921 -0.1646 -0.3394 -0.907
C -1.713720 4.240271 -4.519504 0.0237 -0.1089 0.1334 0.162
C -2.625959 -0.153486 1.636787 -0.0798 -0.1138 0.2000 -0.729
C 2.745689 -1.401561 0.465409 -1.1878 -0.3479 1.2636 0.609
C -4.956423 -0.204562 2.923065 0.2067 -0.0930 0.0129 0.394
C -1.218629 1.063233 -2.584934 0.0341 0.4599 0.0641 -0.706
C 3.487788 -2.309060 1.393598 0.2505 0.0026 -0.1623 -1.493
C 4.600998 0.132841 -3.115971 -0.4303 0.4248 -0.3873 -0.799
C -3.957230 0.168653 1.859673 -0.1373 0.1401 -0.1412 0.436
C -1.325273 3.328592 -3.355654 -0.0091 0.0173 -0.0065 0.923
C -0.806394 3.734056 -2.131655 -0.0226 0.1509 -0.0060 -0.669
C 4.677425 -1.205646 -1.070820 -0.1151 -0.0823 0.1934 -0.595
C -1.632270 -0.997891 2.326900 1.5670 0.1754 -1.1422 0.727
C 3.387868 -0.877577 -0.753773 0.8003 -0.4845 0.2408 0.505
C 2.646720 -0.005417 -1.640155 -2.0248 0.7868 0.0105 0.384
C -1.528951 1.968430 -3.574660 -0.0814 -0.0513 -0.0939 -0.551
C 5.297019 -0.711032 -2.242872 -0.3353 -0.0687 0.3163 -0.464
C 3.311239 0.482226 -2.832363 0.7355 0.1876 -0.7687 -0.333
C -4.278776 1.001760 0.802244 -0.0750 0.0301 -0.0395 -0.148
H -1.352302 -0.002600 -2.712236 -0.0088 -0.0127 0.0206 0.607
H -3.627162 -1.308526 3.794498 0.1299 -0.0485 0.0178 0.393
H 5.085381 0.501907 -4.009588 -0.0027 0.0101 -0.0160 0.455
H -1.931157 1.644064 -4.525482 -0.0060 0.0320 0.0007 0.579
H 3.804153 -3.209634 0.863794 0.0262 -0.0522 0.0253 0.439
H -0.619195 4.770782 -1.889627 -0.0192 0.0200 -0.0279 0.361
H 4.380632 -1.808509 1.773233 0.0403 -0.0192 0.0424 0.436
H -0.109095 3.053037 -0.202831 -0.0083 -0.0081 0.0177 0.606
H 2.842059 -2.581590 2.222603 -0.0455 0.0433 -0.0410 0.332
H -3.107483 1.666129 -0.822610 0.0181 -0.0250 0.0383 -0.008
H -1.126700 5.990547 -3.551783 -0.0168 -0.0220 0.0121 0.141
H 2.736215 1.128792 -3.481346 -0.0199 0.0227 -0.0244 0.544
H -5.217600 1.481935 0.572079 0.0276 -0.0004 -0.0045 0.573
H 5.248909 -1.857122 -0.423838 -0.0287 0.0065 0.0126 0.498
H -1.780879 6.160937 -5.136726 -0.0056 -0.0036 0.0142 0.259
H 6.318163 -0.994752 -2.458575 0.0835 -0.0127 -0.0301 0.467
```
Forces are in eV/Å.

Energy above the lowest of the compared OMol25 structures with the same formula, charge and spin = 26.2 kcal per mole
E_LUMO (alpha / beta) = -11.371 / -11.372 eV
Orbital gap (alpha / beta) = 3.549 / 3.548 eV
Charge = +2
Total energy = -1606.53761 Ha
HOMO (alpha / beta) = -14.920 / -14.920 eV